(1)
Density functional theory data (wB97M-V/def2-TZVPD) for a molecular structure, C25H31BF4N3S4Tl.

Each line ends with the natural charge from an NBO analysis.
Atoms and positions in Å:
1 Tl -0.620 -0.060 -0.473  0.70
2 C -1.091 -0.031 4.123  -0.54
3 C -2.569 0.116 3.787  -0.54
4 S -2.995 1.075 2.312  0.24
5 C -2.777 2.793 2.848  -0.54
6 C -1.349 3.307 3.051  -0.55
7 S -0.233 2.474 1.900  0.23
8 C 1.308 3.366 2.227  -0.55
9 C 2.533 2.443 2.079  -0.55
10 S 2.342 0.985 1.006  0.24
11 C 2.504 -0.362 2.209  -0.54
12 C 1.492 -0.412 3.343  -0.53
13 S -0.176 -0.942 2.856  0.23
14 H -1.004 -0.547 5.082  0.22
15 H -0.631 0.953 4.223  0.21
16 H -3.094 0.549 4.642  0.22
17 H -3.018 -0.865 3.614  0.23
18 H -3.363 2.955 3.754  0.22
19 H -3.260 3.361 2.052  0.23
20 H -1.017 3.122 4.076  0.20
21 H -1.340 4.387 2.892  0.22
22 H 1.271 3.760 3.245  0.22
23 H 1.395 4.218 1.552  0.21
24 H 2.839 2.075 3.058  0.22
25 H 3.368 3.024 1.689  0.23
26 H 3.503 -0.287 2.645  0.22
27 H 2.495 -1.275 1.618  0.28
28 H 1.388 0.571 3.807  0.21
29 H 1.871 -1.098 4.103  0.22
30 C -1.163 3.570 -1.695  -0.64
31 C -0.013 2.974 -2.456  0.24
32 C 1.080 3.754 -2.825  -0.25
33 C 2.111 3.163 -3.528  -0.15
34 C 2.026 1.819 -3.855  -0.24
35 C 0.899 1.110 -3.464  0.19
36 N -0.091 1.682 -2.770  -0.46
37 C 0.763 -0.351 -3.757  0.18
38 C 1.424 -0.931 -4.831  -0.23
39 C 1.290 -2.294 -5.030  -0.15
40 C 0.534 -3.035 -4.144  -0.20
41 C -0.082 -2.382 -3.082  0.21
42 N 0.006 -1.065 -2.925  -0.45
43 C -0.838 -3.147 -2.047  0.19
44 C -0.596 -4.497 -1.840  -0.21
45 C -1.307 -5.152 -0.849  -0.14
46 C -2.228 -4.447 -0.101  -0.24
47 C -2.393 -3.088 -0.349  0.24
48 C -3.345 -2.273 0.480  -0.64
49 N -1.709 -2.460 -1.304  -0.48
50 H -1.756 4.212 -2.350  0.23
51 H -0.808 4.174 -0.859  0.22
52 H -1.809 2.787 -1.304  0.23
53 H 1.114 4.801 -2.553  0.22
54 H 2.985 3.736 -3.810  0.22
55 H 2.844 1.334 -4.368  0.22
56 H 2.017 -0.338 -5.512  0.22
57 H 1.781 -2.775 -5.865  0.22
58 H 0.432 -4.101 -4.274  0.22
59 H 0.180 -5.013 -2.384  0.23
60 H -1.125 -6.201 -0.654  0.22
61 H -2.800 -4.925 0.683  0.22
62 H -4.341 -2.718 0.473  0.23
63 H -3.422 -1.256 0.101  0.23
64 H -3.007 -2.236 1.518  0.22
65 F 2.100 -3.638 0.760  -0.56
66 B 2.342 -2.844 -0.356  1.35
67 F 1.295 -1.836 -0.406  -0.62
68 F 2.279 -3.588 -1.536  -0.57
69 F 3.558 -2.180 -0.244  -0.56

Summary:
**Lowest unoccupied orbital energy**: 0.21 eV
**ΔE to the lowest compared entry with this formula, charge and spin**: 9.7 kJ/mol
**HOMO energy**: -8.0 eV
**Total energy**: -90487.8286 eV
**Net charge**: 0
**Spin multiplicity**: 1

(2)
Density functional theory data (wB97M-V/def2-TZVPD) for 2 unconnected molecules or ions with the total composition C25H31BNO5 at a distorted geometry.

Each line ends with the natural charge from an NBO analysis.
Atoms and positions in Å:
1 C -6.627 0.808 -0.080  -0.66
2 C -5.531 -0.028 -0.516  0.28
3 C -5.409 -1.324 -0.950  -0.33
4 C -4.010 -1.561 -1.128  -0.29
5 C -3.335 -0.411 -0.775  -0.02
6 B -1.810 -0.055 -0.412  0.97
7 O -1.448 1.253 -0.906  -0.74
8 C -1.761 2.254 0.099  -0.08
9 C -1.544 1.621 1.471  -0.24
10 N -1.670 0.136 1.269  -0.40
11 C -2.695 -0.455 2.150  -0.41
12 C -0.424 -0.676 1.482  -0.24
13 C -0.630 -1.835 0.513  -0.08
14 O -1.001 -1.215 -0.735  -0.72
15 O -4.285 0.533 -0.445  -0.46
16 H -7.580 0.293 -0.258  0.24
17 H -6.552 1.025 0.996  0.22
18 H -6.637 1.767 -0.615  0.23
19 H -6.210 -2.038 -1.099  0.23
20 H -3.553 -2.490 -1.446  0.23
21 H -1.104 3.116 -0.090  0.19
22 H -2.810 2.582 -0.012  0.20
23 H -0.540 1.858 1.845  0.21
24 H -2.295 1.968 2.187  0.23
25 H -2.239 -0.545 3.144  0.20
26 H -3.574 0.193 2.211  0.23
27 H -2.976 -1.454 1.799  0.24
28 H 0.463 -0.086 1.213  0.21
29 H -0.357 -1.005 2.523  0.22
30 H 0.291 -2.419 0.354  0.20
31 H -1.428 -2.511 0.875  0.19
32 C 4.003 4.116 3.091  -0.27
33 O 2.894 4.376 2.186  -0.46
34 C 2.685 3.465 1.194  0.42
35 C 1.735 3.780 0.183  -0.29
36 C 1.372 2.826 -0.737  -0.09
37 C 1.808 1.464 -0.609  -0.14
38 C 1.145 0.458 -1.350  0.14
39 C 1.724 -0.817 -1.600  -0.20
40 C 1.661 -1.322 -2.928  -0.09
41 C 2.378 -2.425 -3.304  -0.26
42 C 3.063 -3.197 -2.325  0.39
43 O 3.678 -4.331 -2.759  -0.46
44 C 4.225 -5.242 -1.776  -0.26
45 C 3.046 -2.775 -0.973  -0.33
46 C 2.381 -1.615 -0.623  -0.07
47 C 2.906 1.241 0.270  -0.12
48 C 3.320 2.200 1.168  -0.32
49 H 4.100 5.026 3.684  0.23
50 H 3.782 3.256 3.738  0.19
51 H 4.935 3.916 2.540  0.19
52 H 1.299 4.777 0.159  0.25
53 H 0.713 3.079 -1.564  0.24
54 H 0.408 0.796 -2.063  0.25
55 H 1.038 -0.781 -3.646  0.23
56 H 2.429 -2.721 -4.351  0.25
57 H 4.565 -6.099 -2.360  0.22
58 H 5.070 -4.790 -1.229  0.19
59 H 3.458 -5.548 -1.047  0.19
60 H 3.570 -3.351 -0.209  0.24
61 H 2.325 -1.336 0.432  0.21
62 H 3.446 0.299 0.269  0.23
63 H 4.122 1.978 1.871  0.24

Summary:
**Lowest unoccupied orbital energy**: -4.87 eV
**ΔE to the lowest compared entry with this formula, charge and spin**: 21.1 kJ/mol
**HOMO energy**: -9.8 eV
**Total energy**: -38825.6094 eV
**Net charge**: +1
**Spin multiplicity**: 1

(3)
Density functional theory data (wB97M-V/def2-TZVPD) for C25H31ClN4O5 in the gas phase.

Each line ends with the natural charge from an NBO analysis.
Atoms and positions in Å:
1 C -0.760 1.756 -3.584  -0.26
2 H -0.283 1.569 -4.544  0.20
3 H -0.038 2.220 -2.906  0.18
4 H -1.610 2.431 -3.725  0.18
5 O -1.177 0.495 -3.113  -0.49
6 C -1.849 0.432 -1.933  0.33
7 C -2.098 1.518 -1.109  -0.40
8 C -2.788 1.337 0.091  0.42
9 C -3.216 0.072 0.466  -0.38
10 C -2.965 -1.019 -0.361  0.03
11 C -2.288 -0.839 -1.553  -0.29
12 H -2.099 -1.668 -2.216  0.22
13 C -3.391 -2.393 0.069  -0.42
14 H -4.046 -2.326 0.939  0.22
15 H -3.930 -2.896 -0.735  0.24
16 C -2.179 -3.278 0.447  -0.13
17 N -2.619 -4.504 1.064  -0.62
18 C -2.666 -5.682 0.400  0.68
19 O -2.435 -5.769 -0.787  -0.63
20 C -3.049 -6.855 1.277  -0.71
21 H -2.310 -6.985 2.065  0.23
22 H -3.093 -7.756 0.672  0.24
23 H -4.020 -6.679 1.733  0.23
24 H -2.726 -4.460 2.069  0.42
25 C -1.292 -2.535 1.447  0.69
26 O -1.454 -2.639 2.647  -0.65
27 N -0.337 -1.778 0.879  -0.61
28 H -0.298 -1.714 -0.127  0.41
29 C 0.582 -0.946 1.626  -0.05
30 C 2.026 -1.418 1.412  -0.41
31 H 2.143 -2.430 1.799  0.22
32 C 3.013 -0.475 2.106  -0.22
33 N 2.816 0.878 1.624  -0.45
34 C 3.621 1.292 0.592  0.80
35 O 4.690 0.761 0.370  -0.65
36 N 3.138 2.362 -0.131  -0.65
37 C 3.765 3.048 -1.159  0.22
38 C 5.105 2.879 -1.503  -0.26
39 C 5.664 3.609 -2.534  -0.18
40 C 4.908 4.525 -3.246  -0.23
41 C 3.575 4.711 -2.921  -0.22
42 C 3.019 3.978 -1.892  -0.10
43 Cl 1.338 4.232 -1.496  -0.02
44 H 2.968 5.419 -3.464  0.23
45 H 5.347 5.094 -4.050  0.22
46 H 6.703 3.460 -2.782  0.22
47 H 5.689 2.160 -0.953  0.26
48 H 2.176 2.642 0.003  0.41
49 C 1.489 1.363 1.929  -0.21
50 H 1.383 2.423 1.695  0.21
51 C 0.435 0.521 1.208  -0.42
52 H -0.566 0.879 1.448  0.22
53 H 0.571 0.601 0.127  0.20
54 H 1.352 1.259 3.012  0.20
55 H 4.040 -0.765 1.882  0.25
56 H 2.861 -0.490 3.188  0.19
57 H 2.245 -1.432 0.342  0.20
58 H 0.309 -1.062 2.680  0.23
59 H -1.619 -3.541 -0.456  0.24
60 H -3.740 -0.086 1.394  0.22
61 O -2.967 2.469 0.829  -0.51
62 C -3.683 2.376 2.038  -0.25
63 H -3.715 3.388 2.438  0.20
64 H -3.180 1.719 2.755  0.18
65 H -4.704 2.020 1.873  0.18
66 H -1.780 2.517 -1.355  0.23

Summary:
**Lowest unoccupied orbital energy**: 0.51 eV
**ΔE to the lowest compared entry with this formula, charge and spin**: 0.0 kJ/mol
**HOMO energy**: -8.6 eV
**Total energy**: -55150.8465 eV
**Net charge**: 0
**Spin multiplicity**: 1